# 1
Below is the ion C22H25F3NO4 with charge -1 in a non-equilibrium geometry, with properties calculated with wB97M-V/def2-TZVPD.

Output
Structure (SMILES): CC(C)(C)c1cc([C@@H](Oc2cccc([N+](=O)[O-])c2)C(F)(F)F)cc(C(C)(C)C)c1[O-]
HOMO level, eV: -3.53
Lowest unoccupied orbital energy, hartree: 0.052
Total charge: -1

CARTESIAN COORDINATES (ANGSTROEM)
C 3.840 -0.726 0.970
C 2.840 -1.749 1.553
C 3.082 -3.087 0.869
C 3.130 -1.905 3.059
C 1.375 -1.277 1.406
C 0.354 -2.117 0.996
C -0.944 -1.631 0.776
C -1.963 -2.629 0.307
C -3.013 -2.071 -0.652
F -3.755 -3.089 -1.181
F -3.912 -1.276 0.031
F -2.498 -1.314 -1.658
C -1.287 -0.284 0.999
C -0.362 0.582 1.574
C -0.745 2.006 2.051
C -0.685 2.029 3.597
C -2.154 2.376 1.628
C 0.222 3.086 1.517
C 0.995 0.079 1.847
O 1.805 0.764 2.497
H 3.756 0.250 1.469
H 4.862 -1.107 1.116
H 3.671 -0.592 -0.107
H 2.460 -3.864 1.306
H 2.889 -3.020 -0.201
H 4.126 -3.373 1.009
H 2.421 -2.624 3.491
H 4.151 -2.277 3.222
H 3.015 -0.939 3.572
H 0.515 -3.152 0.648
H -1.628 -3.595 -0.028
H -2.245 0.073 0.618
H 0.340 1.823 3.946
H -1.003 3.015 3.972
H -1.368 1.262 3.995
H -2.250 2.386 0.545
H -2.882 1.689 2.055
H -2.371 3.374 2.003
H 0.199 3.116 0.419
H -0.107 4.065 1.903
H 1.255 2.901 1.853
O -3.499 -2.771 6.345
N -3.085 -3.948 6.214
O -3.029 -4.784 7.159
C -2.659 -4.403 4.899
C -2.497 -5.791 4.716
C -2.272 -6.242 3.398
C -2.104 -5.357 2.311
C -2.343 -3.950 2.540
O -2.754 -3.024 1.635
C -2.477 -3.475 3.852
H -2.544 -6.456 5.611
H -2.177 -7.356 3.314
H -1.928 -5.772 1.290
H -2.633 -2.375 4.000

natural (NBO) population analysis, charges in e, atoms 1 to 2: C -0.61; C -0.07

# 2
Below is an isolated molecule of C22H25FN4O in a non-equilibrium geometry, with properties calculated with wB97M-V/def2-TZVPD.

Output
Structure (SMILES): Fc1cccc(Cc2noc(CN3CCCC[C@H]3CCc3ccccn3)n2)c1
Energy above the lowest of the compared OMol25 structures with the same formula, charge and spin, kcal per mole: 40.8
HOMO level, eV: -8.46
Lowest unoccupied orbital energy, hartree: 0.031

CARTESIAN COORDINATES (ANGSTROEM)
F -0.487 1.995 -7.118
C 0.233 1.934 -5.978
C 0.110 0.816 -5.173
C 0.853 0.744 -4.004
C 1.691 1.798 -3.660
C 1.796 2.909 -4.478
C 1.067 2.987 -5.653
H 1.134 3.842 -6.307
H 2.450 3.722 -4.202
H 2.250 1.745 -2.739
C 0.725 -0.447 -3.088
C -0.056 -0.039 -1.894
N -1.311 -0.332 -1.708
O -1.648 0.272 -0.535
C -0.552 0.894 -0.095
N 0.457 0.737 -0.895
C -0.586 1.650 1.187
N -0.895 0.734 2.265
C -1.482 1.348 3.439
C -0.464 2.050 4.342
C 0.597 1.039 4.765
C 1.240 0.425 3.525
H 1.953 -0.349 3.809
H 1.792 1.204 2.994
C 0.200 -0.184 2.567
C -0.354 -1.521 3.073
C -1.362 -2.111 2.091
C -0.750 -2.588 0.803
N 0.569 -2.544 0.678
C 1.120 -2.967 -0.446
C 0.396 -3.466 -1.513
C -0.986 -3.512 -1.393
C -1.567 -3.067 -0.222
H -2.639 -3.079 -0.095
H -1.597 -3.886 -2.201
H 0.893 -3.806 -2.409
H 2.201 -2.898 -0.482
H -2.116 -1.356 1.856
H -1.875 -2.959 2.556
H 0.481 -2.212 3.189
H -0.835 -1.394 4.043
H 0.705 -0.401 1.621
H 0.134 0.259 5.372
H 1.362 1.524 5.376
H -0.972 2.464 5.214
H 0.005 2.873 3.799
H -2.254 2.048 3.112
H -1.975 0.556 4.010
H -1.384 2.395 1.121
H 0.379 2.170 1.289
H 0.203 -1.264 -3.583
H 1.713 -0.774 -2.760
H -0.559 0.021 -5.461

natural (NBO) population analysis, charges in e, atoms 1 to 2: F -0.33; C 0.41

# 3
Below is an isolated molecule of C22H25FN4O2, with properties calculated with wB97M-V/def2-TZVPD.

Output
Structure (SMILES): CCN1C(C)=C(C(=O)OC)[C@H](c2cccc(F)c2)N/C1=N\CCc1ccccn1
Energy above the lowest of the compared OMol25 structures with the same formula, charge and spin, kcal per mole: 10.0
HOMO level, eV: -8.02
Lowest unoccupied orbital energy, hartree: 0.024

CARTESIAN COORDINATES (ANGSTROEM)
C -0.846 -4.264 0.716
H -1.258 -4.284 -0.288
H -1.512 -4.809 1.379
H 0.122 -4.760 0.708
C -0.735 -2.816 1.181
N 0.161 -2.034 0.342
C 1.472 -1.813 0.659
C 2.225 -0.921 -0.051
C 3.623 -0.628 0.212
O 4.339 -1.102 1.072
O 4.107 0.302 -0.653
C 5.464 0.660 -0.460
H 5.687 1.418 -1.207
H 6.112 -0.209 -0.590
H 5.613 1.058 0.546
C 1.585 -0.127 -1.168
N 0.433 -0.847 -1.660
C -0.400 -1.561 -0.842
N -1.593 -1.912 -1.092
C -2.381 -1.429 -2.178
H -2.009 -0.490 -2.626
H -2.418 -2.188 -2.969
C -3.803 -1.192 -1.636
C -3.748 -0.151 -0.558
N -3.641 -0.590 0.689
C -3.544 0.293 1.667
C -3.553 1.664 1.468
C -3.652 2.127 0.165
C -3.748 1.208 -0.864
H -3.828 1.534 -1.892
H -3.653 3.188 -0.043
H -3.475 2.345 2.299
H -3.458 -0.126 2.663
H -4.163 -2.125 -1.206
H -4.457 -0.874 -2.449
H -0.020 -0.426 -2.458
C 1.234 1.268 -0.681
C 1.839 2.384 -1.245
C 1.544 3.657 -0.790
C 0.636 3.838 0.239
C 0.039 2.719 0.789
C 0.314 1.440 0.346
H -0.183 0.600 0.806
F -0.835 2.884 1.805
H 0.395 4.818 0.617
H 2.025 4.515 -1.235
H 2.558 2.250 -2.039
H 2.292 -0.034 -2.001
C 2.022 -2.572 1.823
H 3.104 -2.501 1.824
H 1.728 -3.617 1.783
H 1.661 -2.142 2.757
H -0.394 -2.763 2.214
H -1.720 -2.349 1.099

natural (NBO) population analysis, charges in e, atoms 1 to 2: C -0.62; H 0.23

# 4
Below is a structure of composition C22H25N2O2PtS4 in a non-equilibrium geometry, with properties calculated with wB97M-V/def2-TZVPD.

Output
Energy above the lowest of the compared OMol25 structures with the same formula, charge and spin, kcal per mole: 38.8
HOMO level (spin up / spin down), eV: -10.58 / -10.58
Lowest unoccupied orbital energy (spin up / spin down), hartree: -0.160 / -0.160
Total charge: +1

CARTESIAN COORDINATES (ANGSTROEM)
Pt -0.439 0.239 0.209
C -3.152 -0.968 3.067
C -1.811 -0.753 3.768
S -0.331 -0.381 2.756
C 0.429 -2.001 2.409
C -0.325 -2.916 1.465
S -0.875 -2.128 -0.097
C -2.707 -1.881 -0.006
C -3.581 -2.802 0.825
S -3.474 -2.720 2.654
H -3.260 -0.330 2.192
H -3.942 -0.704 3.769
H -1.555 -1.605 4.398
H -1.883 0.130 4.405
H 0.589 -2.503 3.363
H 1.400 -1.732 1.992
H -1.207 -3.323 1.945
H 0.317 -3.741 1.154
H -2.985 -2.015 -1.054
H -2.900 -0.846 0.253
H -3.407 -3.854 0.594
H -4.613 -2.571 0.564
C -3.708 3.076 -5.872
C -3.331 2.944 -4.425
C -2.887 4.049 -3.701
C -2.563 3.936 -2.361
C -2.676 2.701 -1.742
C -3.118 1.587 -2.437
C -3.447 1.715 -3.775
S -2.202 2.555 -0.051
O -2.517 3.749 0.665
O -2.723 1.288 0.462
N -0.596 2.241 -0.116
C 0.480 3.060 0.131
C 0.470 4.439 0.222
C 1.661 5.141 0.462
C 2.855 4.493 0.617
C 2.909 3.086 0.515
C 4.093 2.336 0.674
C 4.055 0.972 0.566
C 2.832 0.344 0.292
N 1.709 1.012 0.155
C 1.718 2.370 0.262
H -3.204 3.921 -6.337
H -4.785 3.237 -5.962
H -3.465 2.172 -6.429
H -2.805 5.009 -4.195
H -2.238 4.796 -1.788
H -3.213 0.637 -1.926
H -3.807 0.855 -4.325
H -0.471 4.960 0.130
H 1.624 6.220 0.537
H 3.765 5.039 0.829
H 5.026 2.847 0.877
H 4.945 0.370 0.681
H 2.786 -0.729 0.154

natural (NBO) population analysis, charges in e, atoms 1 to 2: Pt 0.85; C -0.55

# 5
Below is an isolated molecule of C22H25N3O3, with properties calculated with wB97M-V/def2-TZVPD.

Output
Structure (SMILES): CC(=O)c1cccc(NC(=O)N2CCC[C@@H]2C(=O)Nc2c(C)cccc2C)c1
Energy above the lowest of the compared OMol25 structures with the same formula, charge and spin, kcal per mole: 17.5
HOMO level, eV: -8.52
Lowest unoccupied orbital energy, hartree: 0.008

CARTESIAN COORDINATES (ANGSTROEM)
C 6.202 -2.556 -3.136
C 4.702 -2.635 -2.998
O 4.008 -3.109 -3.870
C 4.109 -2.104 -1.742
C 2.721 -2.107 -1.644
C 2.075 -1.631 -0.509
C 2.840 -1.148 0.550
C 4.220 -1.145 0.454
C 4.863 -1.615 -0.677
H 5.940 -1.601 -0.719
H 4.802 -0.767 1.281
H 2.351 -0.776 1.435
N 0.682 -1.687 -0.491
C -0.178 -1.206 0.466
O 0.187 -0.562 1.442
N -1.492 -1.456 0.238
C -2.072 -2.419 -0.679
C -3.187 -3.064 0.143
H -2.766 -3.839 0.785
C -3.710 -1.903 0.983
H -4.466 -1.335 0.437
C -2.496 -0.995 1.198
H -2.077 -1.076 2.208
C -2.861 0.490 0.945
O -3.970 0.830 0.591
N -1.825 1.313 1.176
C -1.820 2.720 1.051
C -1.372 3.463 2.149
C -1.345 4.845 2.057
C -1.756 5.482 0.899
C -2.174 4.736 -0.186
C -2.202 3.348 -0.136
C -2.606 2.557 -1.339
H -3.598 2.130 -1.189
H -2.623 3.188 -2.224
H -1.913 1.731 -1.503
H -2.476 5.234 -1.096
H -1.740 6.560 0.840
H -1.007 5.427 2.902
C -0.940 2.761 3.401
H -0.079 2.120 3.207
H -1.744 2.133 3.782
H -0.667 3.482 4.168
H -0.980 0.891 1.559
H -4.141 -2.231 1.926
H -3.956 -3.509 -0.484
H -2.487 -1.900 -1.552
H -1.344 -3.161 -1.010
H 0.275 -2.070 -1.331
H 2.155 -2.492 -2.481
H 6.492 -2.942 -4.110
H 6.534 -1.525 -3.040
H 6.678 -3.150 -2.359

natural (NBO) population analysis, charges in e, atoms 1 to 2: C -0.72; C 0.58

# 6
Below is an isolated molecule of C22H25N3O4, with properties calculated with wB97M-V/def2-TZVPD.

Output
Structure (SMILES): COc1ccc(CNC(=O)[C@H](Cc2c[nH]c3ccccc23)NC(C)=O)cc1OC
Energy above the lowest of the compared OMol25 structures with the same formula, charge and spin, kcal per mole: 25.5
HOMO level, eV: -7.84
Lowest unoccupied orbital energy, hartree: 0.021

CARTESIAN COORDINATES (ANGSTROEM)
C 5.127 0.841 0.940
H 5.116 0.436 1.954
O 4.773 -0.134 -0.014
C 3.568 -0.769 0.029
C 3.429 -1.777 -0.919
C 2.277 -2.530 -1.023
C 1.227 -2.293 -0.155
C 1.348 -1.285 0.792
C 2.493 -0.511 0.901
O 2.620 0.492 1.830
C 1.560 0.708 2.728
H 1.877 1.544 3.352
H 0.635 0.970 2.207
H 1.383 -0.168 3.361
H 0.514 -1.117 1.452
C -0.052 -3.089 -0.204
N -1.173 -2.309 -0.700
C -1.992 -1.626 0.113
O -1.901 -1.630 1.328
C -3.115 -0.865 -0.596
N -3.938 -0.284 0.436
C -5.197 0.151 0.220
O -5.704 0.171 -0.883
C -5.899 0.619 1.479
H -6.031 -0.219 2.159
H -6.872 1.025 1.218
H -5.308 1.383 1.979
H -3.557 -0.382 1.369
H -3.724 -1.570 -1.180
C -2.573 0.215 -1.558
C -1.530 1.077 -0.928
C -1.706 1.977 0.083
N -0.519 2.591 0.381
C 0.450 2.111 -0.453
C 1.791 2.455 -0.566
C 2.535 1.810 -1.529
C 1.964 0.837 -2.353
C 0.638 0.491 -2.243
C -0.147 1.137 -1.288
H 0.212 -0.257 -2.897
H 2.585 0.350 -3.091
H 3.579 2.055 -1.656
H 2.227 3.207 0.076
H -0.396 3.322 1.061
H -2.603 2.229 0.615
H -3.431 0.816 -1.867
H -2.162 -0.260 -2.450
H -1.225 -2.154 -1.693
H -0.324 -3.411 0.805
H 0.066 -3.966 -0.845
H 2.208 -3.307 -1.770
H 4.266 -1.952 -1.577
H 4.469 1.710 0.892
H 6.143 1.136 0.679

natural (NBO) population analysis, charges in e, atoms 1 to 2: C -0.24; H 0.18

# 7
Below is an isolated molecule of C22H25N3O4S, with properties calculated with wB97M-V/def2-TZVPD.

Output
Structure (SMILES): CCCCNC(=S)N(Cc1ccco1)Cc1cc2cc3c(cc2[nH]c1=O)OCCO3
Energy above the lowest of the compared OMol25 structures with the same formula, charge and spin, kcal per mole: 38.3
HOMO level, eV: -7.86
Lowest unoccupied orbital energy, hartree: 0.005

CARTESIAN COORDINATES (ANGSTROEM)
C 1.294 -7.073 2.825
C 1.688 -5.866 1.983
C 0.951 -5.852 0.646
C 1.391 -4.705 -0.268
N 1.115 -3.397 0.284
C -0.115 -2.828 0.201
N -0.309 -1.646 0.831
C -1.652 -1.115 0.986
C -2.017 -0.104 -0.055
C -2.033 -0.168 -1.416
C -2.452 1.107 -1.868
C -2.661 1.850 -0.750
O -2.398 1.128 0.355
H -2.986 2.861 -0.607
H -2.581 1.420 -2.883
H -1.792 -1.023 -2.013
H -2.345 -1.961 0.926
H -1.729 -0.649 1.972
C 0.763 -0.853 1.414
C 0.578 0.606 1.093
C 0.783 1.104 -0.147
C 0.513 2.467 -0.460
C 0.647 2.993 -1.747
C 0.331 4.309 -2.011
C -0.104 5.146 -0.964
C -0.260 4.633 0.312
C 0.036 3.299 0.574
N -0.119 2.771 1.825
C 0.100 1.459 2.177
O -0.096 1.087 3.322
H -0.475 3.369 2.561
H -0.610 5.289 1.093
O -0.383 6.466 -1.162
C 0.082 6.971 -2.397
C -0.232 5.985 -3.520
H 0.112 6.359 -4.484
O 0.445 4.767 -3.297
H -1.316 5.810 -3.556
H -0.424 7.925 -2.550
H 1.167 7.132 -2.348
H 0.985 2.368 -2.557
H 1.125 0.456 -0.942
H 0.763 -0.965 2.507
H 1.720 -1.181 1.004
S -1.329 -3.537 -0.681
H 1.688 -3.150 1.077
H 2.467 -4.761 -0.455
H 0.858 -4.776 -1.218
H -0.123 -5.767 0.817
H 1.133 -6.792 0.123
H 1.456 -4.956 2.543
H 2.767 -5.884 1.804
H 0.224 -7.066 3.020
H 1.540 -7.996 2.305
H 1.818 -7.065 3.778

natural (NBO) population analysis, charges in e, atoms 1 to 2: C -0.60; C -0.40

# 8
Below is an isolated molecule of C22H25N3O4S, with properties calculated with wB97M-V/def2-TZVPD.

Output
Structure (SMILES): COc1ccc(CCn2c(=S)[nH]c3ccc(N4CCOCC4)cc3c2=O)cc1OC
Energy above the lowest of the compared OMol25 structures with the same formula, charge and spin, kcal per mole: 40.9
HOMO level, eV: -7.63
Lowest unoccupied orbital energy, hartree: 0.008

CARTESIAN COORDINATES (ANGSTROEM)
C -4.923 -3.410 -0.228
H -5.027 -2.921 -1.200
H -5.828 -3.240 0.359
H -4.779 -4.481 -0.374
O -3.767 -2.976 0.452
C -3.561 -1.654 0.725
C -2.290 -1.371 1.216
C -1.901 -0.085 1.535
C -2.792 0.964 1.377
C -4.068 0.690 0.909
C -4.476 -0.595 0.575
O -5.733 -0.870 0.103
C -6.528 0.203 -0.341
H -7.387 -0.254 -0.831
H -5.987 0.827 -1.059
H -6.879 0.820 0.494
H -4.754 1.513 0.787
C -2.350 2.386 1.582
H -1.507 2.421 2.273
H -3.159 2.997 1.983
C -1.911 2.987 0.234
N -1.000 2.078 -0.443
C -1.480 1.259 -1.427
N -0.647 0.304 -1.908
C 0.641 0.111 -1.473
C 1.456 -0.902 -1.974
C 2.746 -1.040 -1.517
C 3.280 -0.185 -0.534
C 2.453 0.820 -0.036
C 1.153 0.975 -0.502
C 0.296 2.021 0.063
O 0.657 2.799 0.921
H 2.777 1.501 0.733
N 4.603 -0.314 -0.153
C 5.234 0.707 0.658
H 4.862 1.690 0.368
C 6.746 0.667 0.403
O 7.294 -0.601 0.668
C 6.675 -1.581 -0.130
H 7.137 -2.533 0.137
C 5.167 -1.621 0.127
H 4.705 -2.383 -0.496
H 4.999 -1.882 1.184
H 6.858 -1.369 -1.195
H 7.261 1.368 1.062
H 6.938 0.944 -0.645
H 5.041 0.545 1.730
H 3.363 -1.814 -1.945
H 1.073 -1.571 -2.730
H -1.031 -0.298 -2.625
S -2.983 1.385 -2.095
H -2.771 3.142 -0.418
H -1.388 3.931 0.397
H -0.901 0.098 1.899
H -1.606 -2.199 1.325

natural (NBO) population analysis, charges in e, atoms 1 to 2: C -0.24; H 0.18

# 9
Below is a structure of composition C22H25N8O7P2Ti, with properties calculated with wB97M-V/def2-TZVPD.

Output
HOMO level, eV: -15.97
Lowest unoccupied orbital energy, hartree: -0.377
Total charge: +3

CARTESIAN COORDINATES (ANGSTROEM)
Ti 0.611 -0.365 -0.757
C -0.108 3.167 -3.354
C 0.280 1.911 -2.886
N -0.006 1.532 -1.637
C -0.714 2.397 -0.878
C -1.075 3.641 -1.372
N -0.764 4.028 -2.602
C -1.081 1.882 0.442
C -1.779 2.600 1.390
C -2.094 2.012 2.619
C -1.673 0.691 2.812
C -0.983 0.027 1.821
N -0.679 0.612 0.641
C -0.501 -1.353 1.951
C -0.871 -2.218 2.977
N -0.402 -3.452 3.059
C 0.437 -3.843 2.114
C 0.801 -3.011 1.061
N 0.334 -1.763 0.983
C -2.826 2.747 3.658
C -2.589 2.503 5.011
C -3.299 3.239 5.949
N -4.208 4.149 5.627
C -4.441 4.371 4.339
C -3.775 3.710 3.317
H 0.135 3.457 -4.369
H 0.807 1.218 -3.515
H -1.634 4.344 -0.769
H -2.058 3.625 1.200
H -1.904 0.191 3.740
H -1.573 -1.915 3.743
H 0.833 -4.849 2.174
H 1.467 -3.342 0.281
H -1.845 1.794 5.348
H -3.124 3.087 7.007
H -5.198 5.111 4.108
H -4.035 3.926 2.290
N 0.923 -4.064 -3.370
C 0.881 -2.576 -3.684
C 0.990 -2.399 -5.200
P 2.218 -1.773 -2.705
O 3.409 -1.767 -3.706
O 1.709 -0.341 -2.398
O 2.381 -2.501 -1.410
P -0.741 -1.859 -3.109
O -1.662 -3.135 -3.190
O -1.095 -0.664 -3.859
O -0.477 -1.668 -1.551
H 1.599 -4.540 -3.977
H 0.001 -4.489 -3.529
H 1.200 -4.226 -2.395
H 1.911 -2.839 -5.582
H 0.983 -1.339 -5.444
H 0.134 -2.855 -5.701
H 4.235 -1.298 -3.529
H -2.565 -3.033 -3.525
C 3.804 1.108 1.735
C 3.287 0.051 0.826
N 3.973 -1.042 0.601
O 2.155 0.214 0.258
H 4.885 1.209 1.648
H 3.575 0.823 2.765
H 3.320 2.055 1.515
H 4.873 -1.173 1.041
H 3.627 -1.745 -0.047

Mulliken population analysis, charges in e, atoms 1 to 2: Ti -0.58; C -0.64